Here is a 2-piece molecular cluster, C5H9N overall from the Open Molecules 2025 dataset. Energies are from wB97M-V/def2-TZVPD.

CARTESIAN COORDINATES (ANGSTROEM)
C 0.479 -2.173 -0.131
C 0.052 -0.745 -0.384
C -0.349 0.094 0.587
C -0.833 1.523 0.411
H 0.835 -2.221 0.881
H 1.230 -2.514 -0.830
H -0.324 -3.042 -0.088
H 0.006 -0.394 -1.410
H -0.376 -0.175 1.648
H 0.080 2.018 0.596
H -1.642 1.752 1.070
H -1.148 1.555 -0.598
C 2.773 0.653 -0.444
N 2.449 1.319 0.423
H 3.133 -0.151 -1.090

Results
- Electronic energy: -6818.918 eV
- Orbital gap: 0.3643 hartree
- Highest occupied orbital energy: -8.900 eV
- SMILES: C/C=C/C.C#N
- Net charge: 0

natural (NBO) population analysis, charges in e, atoms 1 to 6: -0.645 -0.244 -0.125 -0.652 0.216 0.203